# 1
The following is a quantum chemistry calculation of 22 unconnected molecules or ions with the total composition C12H55NO26S, from the Open Molecules 2025 dataset.

```
! wB97M-V def2-TZVPD RIJCOSX def2/J DEFGRID3
* xyz 0 1
O 3.1027 4.3481 0.5711
C 2.0418 3.9768 0.9413
N 1.7935 3.4593 2.2846
C 0.7868 2.4488 2.0279
O 0.6676 1.4253 2.6357
C 0.0157 2.8770 0.8488
C -1.2111 2.4734 0.3390
C -2.0388 1.3992 1.0041
C -1.4426 -0.0417 0.9002
C -0.2338 -0.1306 -0.0247
C 0.2695 -1.5690 -0.3338
S 2.0361 -1.5788 -0.1089
O 2.3110 -1.7475 1.2877
O 2.6480 -2.5616 -0.9609
O 2.6109 -0.1656 -0.5196
C -1.6309 3.0697 -0.8503
C -0.8649 4.0248 -1.5189
C 0.3722 4.4065 -1.0186
C 0.7727 3.8171 0.1679
H 1.2830 4.1667 2.8162
H -2.9986 1.3902 0.4935
H -2.2102 1.6562 2.0412
H -2.2410 -0.7275 0.6539
H -1.0861 -0.2848 1.8982
H 0.5731 0.3673 0.4945
H -0.4318 0.3340 -0.9825
H -0.1739 -2.2927 0.3368
H 0.0710 -1.7984 -1.3657
H 2.4531 -0.0018 -1.4652
H -2.5849 2.7729 -1.2581
H -1.2372 4.4303 -2.4508
H 1.0101 5.1149 -1.5233
O -2.4682 -3.1234 0.5336
H -1.8915 -3.8743 0.7429
H -2.7625 -2.8178 1.3973
O 0.4109 -0.5321 -3.1553
H 0.5167 -1.3883 -3.5886
H -0.2317 -0.0701 -3.7049
O -0.9742 -3.8460 -2.1457
H -0.3851 -4.5912 -1.9553
H -1.2791 -3.5474 -1.2788
O 3.4865 0.8180 4.1050
H 3.5047 -0.0244 3.6340
H 2.8014 1.3242 3.6502
O -0.8380 4.8304 -4.5424
H -1.3046 4.6146 -5.3545
H 0.0688 4.9640 -4.8417
O 3.3696 -1.4251 6.2807
H 3.1277 -2.2497 5.8482
H 3.3510 -0.7579 5.5818
O 0.7523 6.2204 -6.5096
H 0.8812 7.0267 -6.0012
H 0.3840 6.5282 -7.3539
O -1.9010 4.0445 2.8383
H -1.3377 3.2819 2.9950
H -2.1398 4.3502 3.7209
O -0.2725 7.2716 -8.9574
H -1.1977 7.3113 -9.2190
H 0.2045 7.7247 -9.6596
O -0.3007 -0.4032 4.5632
H -0.3369 -0.0516 5.4617
H 0.2487 0.2375 4.0863
O 1.4180 -0.7987 8.5202
H 0.9321 -1.0780 7.7380
H 2.3191 -0.6987 8.1924
O -3.1179 -2.0533 -4.1350
H -2.5305 -2.7898 -3.9311
H -3.4272 -1.7595 -3.2728
O -2.7308 -6.2912 -1.4886
H -2.3495 -5.4794 -1.8456
H -3.2866 -6.6162 -2.2066
O -5.1087 -4.6929 -2.1603
H -4.7881 -4.1867 -1.4060
H -5.8058 -5.2455 -1.7949
O -0.3772 -4.5165 1.9413
H 0.2329 -5.2514 2.0613
H -0.2265 -3.9463 2.7029
O -3.6134 -6.3948 -4.4299
H -3.4365 -5.4482 -4.4357
H -4.1115 -6.5501 -5.2378
O -0.1787 -2.6520 6.3684
H -0.4063 -3.4729 5.9244
H -0.2045 -1.9813 5.6677
O 5.1139 3.0180 5.1773
H 4.7403 2.1541 4.9564
H 5.4774 3.3399 4.3475
O 0.0925 -6.3734 -2.9614
H -0.2124 -7.2589 -3.1843
H 0.5282 -6.0576 -3.7625
O 2.4444 -5.0957 -2.4537
H 2.6689 -4.5256 -1.7060
H 1.7581 -5.6797 -2.1047
O 3.5096 7.2178 1.8400
H 3.2838 6.3863 1.4088
H 3.4727 7.8736 1.1377
*
```

Electronic energy = -2899.44408 a.u.
Strongest force on any atom = 2.50 eV/Å
HOMO-LUMO gap = 9.35 eV
ΔE to the lowest compared entry with this formula, charge and spin = 0.0000 eV
HOMO level = -10.22 eV

---

# 2
The following is a quantum chemistry calculation of a molecular structure, C4H19NO5Zn, from the Open Molecules 2025 dataset.

```
! wB97M-V def2-TZVPD RIJCOSX def2/J DEFGRID3
* xyz 2 1
Zn -0.4402 -1.0768 0.2697
C 1.8556 2.5167 0.8585
C 0.6544 1.5010 0.6181
C 0.3423 1.4151 -0.8747
O -0.7539 0.4627 -1.0714
C -2.0035 1.1208 -1.4468
N 1.0832 0.1598 0.9992
H 2.0237 2.7684 1.9450
H 1.5881 3.4309 0.3563
H 2.7729 2.2631 0.3812
H -0.1000 1.9271 1.2654
H 1.2372 1.0913 -1.3121
H 0.0342 2.5334 -1.3545
H -1.9115 1.7055 -2.3799
H -2.4121 1.7931 -0.6939
H -2.7924 0.3814 -1.6593
H 1.4998 0.1667 1.9281
H 1.9081 0.0019 0.3923
O 1.7358 -1.8849 -0.9918
H 1.8833 -1.3850 -1.8021
H 2.2917 -2.6839 -1.1442
O -2.0330 -0.5547 1.4258
H -2.2722 -0.9643 2.2599
H -2.2659 0.3754 1.6104
O -1.3286 -2.3726 -1.1439
H -2.3065 -2.4698 -1.1162
H -1.0487 -2.5397 -2.0296
O 0.0451 -2.9294 1.4315
H 0.9262 -2.9262 1.8556
H -0.2130 -3.8270 1.4229
*
```

Electronic energy = -2373.54816 a.u.
Strongest force on any atom = 4.74 eV/Å
HOMO-LUMO gap = 11.63 eV
HOMO level = -18.10 eV

---

# 3
The following is a quantum chemistry calculation of a molecular structure, C9H15Br2LiNO7PS, from the Open Molecules 2025 dataset.

```
! wB97M-V def2-TZVPD RIJCOSX def2/J DEFGRID3
* xyz 0 1
C -2.3978 0.6451 1.7964
C -2.6718 1.2920 0.4771
Br -4.1641 2.4238 0.4632
C -1.9165 1.1123 -0.5924
Br -2.3205 1.9730 -2.2516
N -0.7777 0.2683 -0.5642
C -0.7674 -0.6489 -1.6913
O -1.9993 -1.3060 -1.8338
O -2.1272 -2.2525 -0.7637
C 0.5153 0.9433 -0.2093
C 1.0687 0.3277 1.0918
C 1.4304 -1.1710 1.1044
C 0.4100 -2.0248 1.8436
O 0.8882 -3.3474 2.0673
C 0.3029 2.5218 0.0587
O 0.5466 3.2151 -0.9448
O -0.0290 2.7800 1.2076
P 1.8282 0.9763 -1.4771
O 2.2570 -0.5414 -1.8644
O 1.3238 1.5198 -2.8747
S 3.4508 1.8576 -0.7681
H -3.3135 0.5655 2.3747
H -1.6861 1.2475 2.3602
H -2.0103 -0.3590 1.6355
H -0.6431 -0.1430 -2.6537
H 0.0040 -1.3973 -1.5209
H -1.7904 -3.0597 -1.1779
H 0.2751 0.5140 1.8100
H 1.9032 0.9409 1.4254
H 2.3778 -1.3169 1.6533
H 1.5381 -1.5805 0.1021
H -0.5026 -2.0646 1.2456
H 0.1851 -1.6002 2.8183
H 1.1145 -3.7272 1.2138
H 2.0511 -0.7455 -2.7858
H 1.7522 2.3580 -3.0940
Li 3.8943 -0.1963 0.3188
*
```

Electronic energy = -6828.44317 a.u.
Strongest force on any atom = 1.28 eV/Å
HOMO-LUMO gap = 6.93 eV
HOMO level = -8.29 eV

---

# 4
The following is a quantum chemistry calculation of a molecular structure, C6H14BINO4P, from the Open Molecules 2025 dataset.

```
! wB97M-V def2-TZVPD RIJCOSX def2/J DEFGRID3
* xyz 0 1
C -0.5878 -1.7790 -3.8837
C -1.4474 -1.9499 -2.5241
C -0.3692 -2.1858 -1.3061
O -0.7490 -1.2412 -0.2543
P 0.2444 -1.3588 1.1273
N -0.8700 -1.3668 2.5316
C -1.8561 -0.5186 2.2364
O -2.6025 0.4230 1.8511
B 1.3813 0.2227 1.2375
O 2.4936 0.3807 0.2876
O 1.0657 1.1328 2.3075
C 1.2870 2.5238 1.9420
C -0.0523 3.3479 2.4112
H -1.2297 -2.1413 -4.7724
H -0.2554 -0.6701 -3.9947
H 0.3332 -2.4845 -3.7966
H -2.1454 -2.8613 -2.6334
H -2.0536 -0.9945 -2.2974
H 0.6668 -1.8966 -1.7294
H -0.3849 -3.3007 -0.9610
H 0.9935 -2.5803 1.1736
H 3.2477 0.8323 0.7542
H 1.5444 2.7052 0.8208
H 2.1357 2.9273 2.6381
H -0.4312 3.9946 1.5210
H -0.9088 2.6386 2.7137
H 0.1960 3.9985 3.3353
I 0.3542 2.2019 -0.7357
*
```

Electronic energy = -1256.54488 a.u.
Strongest force on any atom = 9.10 eV/Å
HOMO-LUMO gap = 5.47 eV
HOMO level = -6.78 eV

---

# 5
The following is a quantum chemistry calculation of 3 unconnected molecules or ions with the total composition C13H34N4O5, from the Open Molecules 2025 dataset.

```
! wB97M-V def2-TZVPD RIJCOSX def2/J DEFGRID3
* xyz 0 1
C 29.2765 -1.5707 8.0475
O 30.6674 -1.6507 7.7234
C 31.3416 -2.9034 7.7093
C 31.5393 -3.4992 6.2904
N 30.2793 -4.2361 5.8715
C 30.3438 -4.6156 4.4181
C 30.2978 -3.3705 3.5392
O 31.0457 -3.7284 2.2742
C 31.1786 -2.6613 1.3157
H 29.0666 -0.5022 7.9989
H 29.0067 -2.0077 9.0089
H 28.6951 -2.0032 7.2333
H 30.7905 -3.6569 8.2720
H 32.3476 -2.7063 8.0797
H 32.3956 -4.1601 6.1563
H 31.6586 -2.6593 5.6059
H 29.5432 -3.5507 5.9632
H 29.6799 -5.3320 3.9343
H 31.2594 -5.1593 4.1852
H 30.8444 -2.5277 3.9625
H 29.3258 -2.8885 3.4344
H 31.4889 -1.7389 1.8067
H 30.3046 -2.4521 0.6989
H 31.9882 -2.8034 0.5998
C 31.7140 -11.4784 3.5280
O 32.6903 -10.4413 3.8905
C 32.0707 -9.5766 4.8384
C 33.0529 -8.5283 5.2781
N 33.1664 -8.5765 6.7775
C 34.3142 -7.8826 7.3911
C 34.0678 -6.3538 7.1820
O 35.2227 -5.5084 7.5918
C 35.2946 -4.1646 7.1656
H 31.9807 -12.2161 2.7711
H 30.8418 -10.9282 3.1749
H 31.4512 -12.1324 4.3594
H 31.7695 -10.2287 5.6582
H 31.1171 -9.1521 4.5245
H 32.7539 -7.5445 4.9166
H 34.0599 -8.7768 4.9429
H 32.9673 -9.4694 7.2055
H 35.2442 -8.1768 6.9046
H 34.5523 -8.4302 8.3030
H 33.0925 -5.9849 7.4996
H 33.8972 -6.2759 6.1083
H 34.3615 -3.7831 6.7510
H 35.9626 -3.9195 6.3399
H 35.5905 -3.5863 8.0409
N 30.5289 -7.2000 6.0985
C 29.3467 -7.6446 6.5487
N 28.5489 -6.7117 6.8700
O 29.1576 -8.8467 6.7205
H 30.5882 -6.2279 5.8309
H 31.3660 -7.7634 6.1422
H 27.6626 -6.9374 7.2986
H 28.6757 -5.7135 6.7830
*
```

Electronic energy = -1110.76934 a.u.
Strongest force on any atom = 7.08 eV/Å
HOMO-LUMO gap = 9.20 eV
ΔE to the lowest compared entry with this formula, charge and spin = 0.0000 eV
HOMO level = -8.69 eV

---

# 6
The following is a quantum chemistry calculation of a molecular structure, C20H31BHoNO2, from the Open Molecules 2025 dataset.

```
! wB97M-V def2-TZVPD RIJCOSX def2/J DEFGRID3
* xyz 0 5
O -0.0452 0.1091 0.1359
C -0.1007 -0.7214 -1.1301
C 1.3896 -0.9989 -1.1160
H -0.4265 -0.0705 -1.9468
H -0.7406 -1.5980 -0.9770
C 1.4484 -0.0236 0.0781
H 1.9022 -0.6826 -2.0322
H 1.6276 -2.0351 -0.8419
C 2.0615 1.3137 -0.2868
H 1.5098 1.7790 -1.1131
H 3.1055 1.1720 -0.6010
H 2.0546 1.9824 0.5825
C 1.9854 -0.5945 1.3741
H 1.6052 -1.6074 1.5445
H 1.7045 0.0441 2.2244
H 3.0824 -0.6349 1.3305
Ho -1.7602 0.4836 1.5556
C -2.3880 -0.9304 3.5308
C -3.3147 -1.2518 2.4927
C -2.6019 -1.9202 1.4495
H -4.3912 -1.0969 2.5368
C -1.2259 -1.9901 1.8487
C -1.0891 -1.3517 3.1242
H -0.1644 -1.2906 3.7023
H -2.6641 -0.5256 4.5062
H -3.0191 -2.3430 0.5350
H -0.4568 -2.5807 1.3549
C -2.4810 2.7574 2.8064
C -1.1828 2.1801 3.2833
C -0.2210 2.3522 2.2918
H -1.0468 1.8564 4.3116
C -0.8683 2.8774 1.1045
C -2.2261 3.0476 1.3625
H -3.0194 3.3940 0.6988
H -2.8608 3.5781 3.4468
H 0.8494 2.1992 2.3970
H -0.3521 3.1431 0.1816
O 2.3752 -0.9714 -4.6120
C 3.7552 -1.2913 -4.3072
C 4.5100 -1.5958 -5.6121
H 3.7761 -2.1884 -3.6573
H 4.1937 -0.4603 -3.7301
C 3.3789 -2.0958 -6.5269
H 5.3148 -2.3179 -5.4705
H 4.9206 -0.6654 -6.0235
C 2.1801 -1.2698 -6.0258
H 3.2020 -3.1603 -6.3254
H 3.5841 -1.9591 -7.5896
H 1.2154 -1.7833 -6.1573
H 2.1362 -0.3263 -6.6056
B -5.3806 1.6825 4.8678
C -4.4678 1.5416 3.7072
N -3.6230 1.5875 2.8536
H -4.6842 2.2491 5.6999
H -5.7658 0.6028 5.2715
H -6.3002 2.4003 4.4972
*
```

Electronic energy = -1958.65917 a.u.
Strongest force on any atom = 4.54 eV/Å
HOMO-LUMO gap (alpha / beta) = 5.23 / 5.27 eV
HOMO level (alpha / beta) = -5.28 / -5.32 eV

---

# 7
The following is a quantum chemistry calculation of 3 unconnected molecules or ions with the total composition C23H32B2Cl2NO10, from the Open Molecules 2025 dataset.

```
! wB97M-V def2-TZVPD RIJCOSX def2/J DEFGRID3
* xyz -1 1
C 4.3010 -0.2628 -1.0925
C 3.8409 -1.2820 -2.1371
C 2.8246 -2.3168 -1.6123
C 1.3698 -2.0272 -1.9993
C 0.7144 -0.9978 -1.0755
C -0.6680 -0.5314 -1.5395
B -1.1848 0.9279 -0.8800
N -0.0666 1.5368 0.0602
B -2.6166 0.5554 0.0314
O -2.5480 0.2890 1.4167
O -3.9314 0.4482 -0.4369
C -4.1764 -0.2124 -1.6627
C -5.6088 0.0508 -2.0901
C -1.4001 2.0540 -2.0865
Cl -2.9823 2.8133 -2.2796
C -0.4302 2.4709 -2.9003
C 0.9758 1.9357 -2.8727
Cl -0.6713 3.7150 -4.1321
H 5.2185 0.2419 -1.4024
H 4.4772 -0.7489 -0.1324
H 3.5449 0.5074 -0.9291
H 4.7200 -1.8163 -2.5079
H 3.4026 -0.7529 -2.9874
H 2.8933 -2.3424 -0.5196
H 3.1114 -3.3071 -1.9778
H 0.7907 -2.9552 -1.9826
H 1.3601 -1.6249 -3.0186
H 0.6179 -1.4712 -0.0887
H 1.3861 -0.1461 -0.9588
H -0.6449 -0.4377 -2.6340
H -1.3690 -1.3559 -1.3488
H -0.4279 2.3594 0.5340
H 0.1623 0.8784 0.7993
H -2.3952 1.1282 1.8640
H -3.4847 0.1546 -2.4285
H -4.0140 -1.2880 -1.5338
H -5.9558 -0.6892 -2.8122
H -5.6978 1.0492 -2.5208
H -6.2518 0.0267 -1.2083
H 1.3629 1.9968 -1.8560
H 1.0055 0.8957 -3.2023
H 1.6137 2.5153 -3.5382
C 4.6119 -5.7966 2.9025
C 4.2088 -4.6256 2.3804
C 5.1901 -3.5883 1.8598
O 4.7005 -2.5743 1.4032
C 6.6085 -3.8650 1.9375
C 7.0032 -5.0335 2.4597
C 6.0232 -6.0750 2.9674
O 6.5175 -7.1019 3.4066
O 8.2682 -5.4059 2.5886
O 2.9476 -4.2664 2.2656
H 3.9200 -6.5394 3.2732
H 7.3001 -3.1191 1.5727
H 8.2350 -6.2982 2.9921
H 2.9380 -3.3836 1.8398
C -4.6591 3.7346 1.1136
C -4.2305 3.6392 2.3818
C -4.6667 4.5852 3.4797
O -4.2180 4.3783 4.5947
C -5.5733 5.6623 3.1489
C -6.0028 5.7660 1.8840
C -5.5789 4.7981 0.7897
O -6.0695 5.0061 -0.3067
O -6.8329 6.7006 1.4492
O -3.3902 2.7019 2.7892
H -4.3485 3.0463 0.3342
H -5.8739 6.3447 3.9310
H -6.9539 6.5034 0.4948
H -3.2429 2.8215 3.7463
*
```

Electronic energy = -2672.99729 a.u.
Strongest force on any atom = 0.87 eV/Å
HOMO-LUMO gap = 4.01 eV
HOMO level = -4.01 eV

---

# 8
The following is a quantum chemistry calculation of a molecular structure, AsF6H28O14, from the Open Molecules 2025 dataset.

```
! wB97M-V def2-TZVPD RIJCOSX def2/J DEFGRID3
* xyz -1 1
As -0.2482 -0.1804 0.5363
F -0.5973 1.3407 1.3174
F -1.6216 -1.1375 1.3464
F 0.0974 -1.6784 -0.3048
F 1.2107 0.5844 -0.2827
F 0.7861 -0.6786 1.8824
F -1.2371 0.3441 -0.8094
O -1.8710 -4.4899 2.2853
H -1.8827 -4.3968 1.3327
H -1.8847 -3.5911 2.6144
O -1.7727 4.4528 0.6763
H -1.7101 4.6142 -0.2651
H -0.8731 4.2725 0.9492
O 1.1646 -2.9961 -3.0386
H 1.8485 -2.5457 -2.5430
H 0.6411 -2.2915 -3.4203
O 1.6653 -3.3461 1.7752
H 1.3800 -4.2505 1.9052
H 1.1898 -3.0538 0.9976
O -1.4344 -3.9280 -0.2313
H -1.1740 -3.0808 -0.5929
H -0.7675 -4.5384 -0.5459
O 0.3560 2.9683 -1.9831
H 0.2278 2.0691 -2.2849
H 0.5106 2.8859 -1.0421
O -1.3838 2.1431 3.8181
H -0.8988 1.7545 3.0900
H -2.1865 2.4792 3.4194
O 4.0063 1.6991 -1.5981
H 4.1861 1.5594 -0.6684
H 3.0674 1.5359 -1.6882
O -0.0188 -0.5953 -4.0024
H -0.7602 -0.1109 -3.6393
H -0.1580 -0.5731 -4.9491
O 1.1549 3.7328 1.2874
H 1.5670 2.9964 1.7392
H 1.7176 4.4813 1.4856
O 1.1532 -1.9325 4.4327
H 1.2958 -1.0117 4.6518
H 1.4059 -2.0021 3.5121
O -2.2686 0.8742 -3.7216
H -2.8917 0.9022 -2.9954
H -2.2472 1.7716 -4.0540
O 3.3177 -0.6273 1.0717
H 2.5502 -0.1301 1.3544
H 3.0105 -1.1372 0.3221
O -3.1839 1.9321 -1.2727
H -3.9357 1.3512 -1.1565
H -2.5031 1.5587 -0.7130
*
```

Electronic energy = -3905.37801 a.u.
Strongest force on any atom = 2.88 eV/Å
HOMO-LUMO gap = 10.12 eV
ΔE to the lowest compared entry with this formula, charge and spin = 0.8473 eV
HOMO level = -7.97 eV